{"formula": "C32H32BrCdN7O2S2", "method": "ωB97M-V/def2-TZVPD", "e_tot_ha": -5310.58366, "relative_energy_ev": 0.605, "orbital_gap_ev": 7.6, "symbols": ["Cd", "C", "C", "N", "C", "S", "N", "N", "C", "C", "C", "C", "C", "C", "C", "N", "H", "H", "H", "H", "H", "H", "H", "H", "H", "H", "H", "H", "H", "C", "C", "C", "C", "C", "Br", "N", "C", "H", "H", "H", "H", "H", "H", "C", "C", "C", "C", "C", "C", "C", "S", "O", "O", "N", "C", "C", "C", "C", "C", "C", "C", "C", "N", "C", "H", "H", "H", "H", "H", "H", "H", "H", "H", "H", "H", "H", "H"], "xyz": [[-0.65736, -0.73358, -1.29891], [-0.68210, -6.67256, 0.51826], [0.29962, -5.53712, 0.76120], [0.62975, -4.79815, -0.44716], [-0.12699, -3.78024, -0.91416], [0.57290, -2.82291, -2.19416], [-1.33796, -3.67787, -0.39901], [-1.99350, -2.55798, -0.78778], [-3.26347, -2.49449, -0.67028], [-4.11776, -3.62057, -0.17994], [-3.88539, -1.19843, -1.03964], [-5.26322, -1.02667, -0.92470], [-5.83178, 0.18559, -1.27049], [-5.01147, 1.20170, -1.72584], [-3.65208, 0.94972, -1.81209], [-3.09529, -0.20951, -1.48545], [-0.88990, -7.19439, 1.45381], [-0.27552, -7.39240, -0.19293], [-1.61842, -6.28481, 0.12171], [1.23933, -5.93571, 1.14757], [-0.09458, -4.83663, 1.50101], [1.57795, -4.80429, -0.78005], [-3.48977, -4.48350, 0.01796], [-4.87489, -3.89144, -0.91876], [-4.63464, -3.34310, 0.74154], [-5.87861, -1.83633, -0.56392], [-6.90021, 0.33244, -1.18204], [-5.40322, 2.16876, -2.00627], [-2.97260, 1.71797, -2.15543], [0.94866, 4.74991, -0.74349], [0.45305, 3.75028, -1.74847], [0.61095, 3.91766, -3.11886], [0.15434, 2.95011, -3.99868], [-0.43831, 1.82532, -3.45318], [-1.05464, 0.44149, -4.59289], [-0.59503, 1.63501, -2.15865], [-0.16931, 2.58348, -1.32782], [1.27363, 5.66863, -1.22956], [1.79596, 4.34786, -0.18558], [0.16927, 5.00151, -0.02368], [1.09377, 4.80766, -3.50396], [0.26049, 3.05543, -5.06753], [-0.31938, 2.37484, -0.27559], [0.69252, 4.15675, 5.64462], [0.51845, 3.05378, 4.63707], [-0.05666, 1.83900, 4.99812], [-0.19170, 0.80843, 4.08158], [0.24099, 0.99491, 2.77651], [0.82407, 2.19467, 2.39851], [0.95931, 3.21450, 3.32710], [0.00030, -0.33043, 1.62101], [0.43739, -1.52927, 2.29246], [-1.39694, -0.26901, 1.21438], [0.80263, 0.02386, 0.29705], [2.19389, -0.05345, 0.25396], [3.01766, -0.18134, 1.35089], [4.42073, -0.19880, 1.22334], [5.02275, -0.09820, 0.00540], [4.21652, 0.01799, -1.15130], [4.77565, 0.09435, -2.44708], [3.95889, 0.17831, -3.53277], [2.56544, 0.19260, -3.31852], [2.00707, 0.13878, -2.13816], [2.80839, 0.04486, -1.04215], [0.04649, 4.00713, 6.50876], [0.46034, 5.12948, 5.20995], [1.72312, 4.19568, 6.00339], [-0.40227, 1.69613, 6.01497], [-0.62677, -0.13825, 4.37098], [1.19481, 2.31255, 1.38938], [1.42156, 4.14961, 3.03167], [2.59280, -0.29521, 2.33707], [5.02005, -0.30141, 2.11907], [6.09983, -0.11931, -0.09729], [5.85363, 0.07537, -2.55585], [4.35105, 0.22306, -4.53943], [1.89576, 0.24017, -4.17083]], "forces_ev_per_a": [[0.121, 0.144, -0.322], [-0.018, -0.024, 0.021], [0.070, 0.010, 0.024], [0.067, 0.099, -0.010], [-0.125, -0.161, -0.182], [-0.062, 0.163, 0.141], [0.005, 0.156, -0.072], [-0.005, -0.206, 0.121], [0.043, 0.116, 0.005], [0.005, -0.036, 0.017], [-0.007, -0.091, 0.019], [0.001, 0.029, -0.013], [0.007, -0.014, 0.004], [0.019, 0.007, -0.005], [0.032, 0.026, -0.015], [-0.006, -0.102, 0.097], [-0.013, -0.013, 0.008], [0.006, -0.002, -0.015], [-0.003, 0.013, -0.007], [-0.020, 0.013, 0.029], [-0.018, -0.042, -0.021], [-0.024, -0.022, 0.003], [0.000, 0.006, 0.004], [0.006, 0.001, -0.010], [0.008, 0.008, 0.006], [-0.011, -0.007, 0.007], [-0.008, 0.003, -0.002], [-0.002, 0.010, -0.005], [-0.003, 0.011, -0.016], [-0.011, 0.039, -0.012], [-0.008, -0.035, 0.006], [0.005, -0.006, 0.010], [-0.009, -0.008, 0.041], [0.032, 0.062, -0.066], [0.002, -0.006, 0.044], [0.004, -0.174, -0.144], [0.010, -0.012, 0.091], [-0.002, 0.003, -0.003], [0.017, -0.009, 0.003], [0.002, -0.009, 0.013], [0.003, 0.009, 0.000], [0.000, -0.005, -0.018], [0.000, 0.007, 0.018], [-0.008, 0.017, 0.012], [0.011, 0.013, 0.001], [-0.015, -0.038, 0.005], [0.014, 0.059, -0.009], [0.021, 0.064, 0.007], [-0.005, -0.032, 0.013], [-0.002, 0.008, -0.006], [-0.081, -0.068, 0.084], [-0.050, 0.030, 0.025], [-0.003, 0.042, 0.029], [0.098, -0.037, 0.124], [-0.116, 0.002, -0.078], [0.100, -0.014, 0.053], [-0.030, -0.001, -0.007], [-0.036, 0.003, -0.014], [0.073, -0.008, -0.001], [0.007, 0.006, 0.022], [-0.041, -0.006, -0.009], [0.007, 0.013, 0.002], [0.007, 0.038, 0.036], [-0.040, -0.021, -0.017], [-0.001, -0.001, 0.001], [0.003, -0.004, -0.004], [0.003, -0.005, -0.003], [-0.001, -0.002, 0.007], [-0.009, -0.024, 0.005], [-0.001, 0.007, -0.031], [0.008, 0.007, -0.005], [-0.012, -0.001, 0.000], [0.002, -0.002, 0.008], [0.022, 0.005, -0.007], [0.008, -0.006, 0.003], [0.000, 0.005, -0.007], [-0.039, -0.002, -0.032]], "mulliken_charge": [1.970, -1.059, -0.337, -0.148, 0.178, -0.539, -0.802, 0.646, 0.424, -1.448, 0.463, -0.853, -0.456, -1.003, -0.322, 0.337, 0.332, 0.308, 0.213, 0.476, 0.164, 0.227, 0.096, 0.366, 0.358, 0.366, 0.412, 0.434, 0.401, -1.404, 0.585, -0.532, -0.655, -0.191, -0.029, 0.177, -0.733, 0.413, 0.217, 0.362, 0.397, 0.496, 0.782, -1.448, 0.899, -0.886, -0.946, 0.049, 0.221, -0.989, 0.945, -0.669, -0.739, 1.218, -0.002, -0.732, -1.079, -0.927, 1.073, -0.796, -1.006, -0.301, 0.360, -0.394, 0.369, 0.362, 0.289, 0.341, 0.470, 0.222, 0.415, 0.591, 0.409, 0.393, 0.412, 0.410, 0.378]}